# 1
11
Properties=species:S:1:pos:R:3:forces:R:3 method="wB97M-V/def2-TZVPD" lumo_energy_ev="-1.28 / -1.00" e_above_lowest_kcal_mol=81.1 charge=0 homo_energy_ha="-0.31082 / -0.28982" orbital_gap_ev="7.18 / 6.89" largest_force_ev_per_a=3.9
I 1.678 -3.328 1.102 -1.08 1.70 -0.77
Br 1.338 2.548 -2.392 -0.22 0.02 -0.03
C -0.980 0.277 0.404 2.57 -1.11 -0.84
C 0.823 1.715 -0.827 0.38 -1.42 0.55
C -0.484 -0.981 0.823 -0.39 -0.92 1.45
C 0.654 -1.539 0.299 -0.68 -0.89 2.15
C -0.321 1.050 -0.549 -1.07 3.44 -1.36
H 1.219 -0.909 -0.317 1.05 0.14 -1.26
H -1.803 0.797 0.753 -1.88 0.02 1.05
H -1.037 -1.445 1.681 0.57 0.10 -1.07
H -1.086 1.815 -0.978 0.75 -1.08 0.15

***

# 2
94
Properties=species:S:1:pos:R:3:forces:R:3 method="wB97M-V/def2-TZVPD" lumo_energy_ev="-5.48 / -5.55" e_above_lowest_kcal_mol=0.0 charge=+1 homo_energy_ha="-0.34410 / -0.34128" orbital_gap_ev="3.88 / 3.74" largest_force_ev_per_a=5.0
Te 1.002 -2.496 -1.920 0.02 0.47 -1.09
Tc -0.089 1.309 0.354 1.31 -3.07 0.25
Cl -2.648 3.467 -1.015 0.02 -0.01 0.06
S -4.436 0.982 1.718 0.05 -0.02 -0.01
S 2.183 2.964 0.533 0.59 0.39 0.28
S 0.272 4.476 1.958 -0.15 0.45 0.32
F 1.486 4.792 -1.210 -0.10 0.00 0.00
F -0.758 4.157 4.359 0.01 0.01 -0.10
F 3.280 5.281 -0.092 -0.05 -0.10 -0.01
F 1.401 4.138 4.306 -0.01 0.01 -0.08
F 3.345 3.770 -1.630 -0.03 -0.05 0.08
F 0.299 2.407 3.644 -0.01 -0.03 -0.07
O 1.369 5.383 1.889 -0.07 -0.14 -0.06
O 1.998 1.778 -0.315 -0.67 -0.28 -0.09
O -1.061 4.879 1.690 0.00 -0.10 -0.05
O 0.145 -2.618 0.739 -0.38 2.10 1.16
O 3.178 2.949 1.543 -0.14 -0.04 -0.12
N -2.901 -0.683 0.236 0.16 0.39 0.10
N -1.970 1.239 1.206 0.26 0.19 -0.11
N 0.220 -0.371 0.661 -1.75 4.53 -1.31
N -2.258 2.244 2.094 0.15 0.16 0.11
N 0.650 3.175 1.017 -0.19 -0.30 0.01
C 0.495 -1.546 1.262 0.87 -3.73 0.99
C -1.986 -5.117 -3.658 -0.06 -0.01 0.01
C 2.742 -0.424 4.092 0.00 0.07 -0.01
C 2.270 -2.773 4.328 -0.04 -0.01 -0.07
C 3.861 -5.616 0.415 0.02 -0.13 0.04
C 4.068 -4.252 0.544 -0.03 0.00 0.01
C -2.051 -6.719 -5.600 0.01 -0.01 -0.02
C 2.265 -3.838 -0.958 0.17 -0.11 0.23
C -1.340 -5.727 -4.724 0.05 0.04 0.02
C 2.044 -5.207 -1.089 0.10 0.21 0.09
C -3.462 -0.333 -3.287 -0.02 0.05 -0.03
C 1.951 -0.382 2.956 -0.02 0.00 0.08
C -1.881 1.133 -2.163 -0.18 -0.01 0.09
C -2.949 1.988 -1.883 0.00 0.00 -0.02
C 2.847 -6.098 -0.402 0.14 0.02 0.10
C -1.343 -4.195 -2.838 0.16 -0.08 -0.14
C 0.678 -4.483 -4.189 -0.07 0.00 -0.03
C -2.170 -0.022 -2.891 0.15 -0.03 -0.05
C -4.507 0.522 -2.965 0.06 -0.01 0.00
C 2.898 -1.620 4.780 0.00 0.03 -0.03
C 3.280 -3.329 -0.137 -0.15 -0.36 -0.09
C 1.485 -2.735 3.188 -0.02 -0.11 0.04
C 0.304 3.739 3.687 0.03 -0.02 0.19
C 2.606 4.323 -0.680 0.16 0.18 -0.14
C 3.566 -1.861 0.020 0.09 -0.01 0.01
C -0.010 -5.397 -4.973 -0.06 -0.07 -0.05
C -4.246 1.695 -2.268 -0.01 0.06 0.03
C -5.082 4.203 2.530 -0.01 0.00 -0.03
C -4.101 3.320 3.304 0.00 0.00 -0.01
C 1.317 -1.534 2.503 -0.01 0.27 -0.20
C 2.121 -4.183 -4.488 0.03 0.04 -0.14
C -2.103 -3.554 -1.707 -0.09 -0.03 0.05
C -2.992 0.448 0.950 -0.32 -0.47 -0.33
C -0.007 -3.893 -3.119 0.09 0.22 0.09
C -3.491 2.276 2.432 0.03 -0.01 -0.03
C -0.505 1.411 -1.686 -0.09 -0.08 -0.11
H -3.278 3.916 3.692 0.04 0.01 0.02
H -2.130 -6.342 -6.621 -0.01 -0.01 -0.01
H -5.042 2.388 -2.031 0.00 0.00 -0.01
H 2.325 -3.110 -4.488 -0.06 -0.10 0.06
H 3.514 -1.653 5.669 0.00 0.00 0.00
H 3.239 0.474 4.434 0.00 -0.01 0.00
H -0.239 2.467 -1.839 0.04 0.05 0.13
H 4.492 -6.306 0.959 0.01 0.00 0.00
H -5.487 4.973 3.184 0.01 -0.01 0.00
H -3.020 -4.106 -1.506 -0.05 -0.03 -0.04
H -2.000 -0.882 -0.183 -0.10 -0.12 -0.09
H -4.579 4.690 1.695 0.00 0.01 0.00
H 3.932 -1.653 1.024 0.06 0.01 0.03
H -5.919 3.624 2.137 0.00 0.01 0.00
H -3.715 -1.027 -0.247 -0.01 -0.11 0.02
H -2.386 -2.531 -1.978 0.02 -0.05 0.07
H 1.243 -5.573 -1.720 0.01 0.01 0.02
H 2.779 -4.643 -3.745 -0.01 0.05 0.00
H -5.518 0.296 -3.275 0.00 0.00 0.00
H 2.678 -7.162 -0.498 0.01 -0.02 0.00
H 4.857 -3.887 1.191 0.04 0.00 0.02
H 2.393 -3.704 4.866 0.00 0.00 -0.02
H -4.598 2.845 4.152 0.01 -0.01 -0.01
H -3.650 -1.233 -3.859 0.02 0.01 0.02
H 4.332 -1.539 -0.689 -0.05 0.04 -0.04
H 2.692 -1.227 -0.135 0.00 0.01 -0.08
H -1.503 -7.660 -5.643 -0.01 -0.01 0.00
H 0.506 -5.864 -5.805 -0.01 -0.03 -0.01
H -1.525 -3.510 -0.782 0.03 -0.01 -0.09
H -3.055 -6.924 -5.235 -0.01 -0.01 0.00
H 1.852 0.549 2.414 0.02 0.06 0.00
H 2.399 -4.571 -5.466 -0.01 -0.09 -0.02
H 0.996 -3.625 2.815 0.02 0.00 0.00
H -3.019 -5.369 -3.449 -0.02 -0.03 -0.01
H 0.235 0.807 -2.214 0.04 -0.07 0.14
H -1.354 -0.685 -3.163 0.00 0.00 0.04

***

# 3
92
Properties=species:S:1:pos:R:3:forces:R:3 method="wB97M-V/def2-TZVPD" lumo_energy_ev="-0.21 / -0.22" e_above_lowest_kcal_mol=44.2 spin_multiplicity=4 charge=0 homo_energy_ha="-0.26663 / -0.27042" orbital_gap_ev="7.04 / 7.14" s_squared=3.7762 largest_force_ev_per_a=3.1
V -0.685 -1.086 0.833 0.80 -1.80 0.80
P 0.609 -0.688 -2.455 2.65 -1.40 -0.97
P -1.595 0.733 -2.448 -0.95 0.40 -2.01
C 4.644 -1.047 -1.531 -0.35 0.18 0.08
C -2.616 1.249 -3.951 0.16 0.00 -0.17
C -0.353 -2.234 5.317 -0.33 0.17 -0.34
C -4.724 1.103 -5.148 0.23 0.28 -0.22
C 1.312 -1.919 3.105 0.05 -0.52 0.57
C -3.514 3.380 -0.041 0.42 -0.58 -0.09
C -3.796 0.534 -4.270 0.13 0.74 0.18
C 0.930 -1.867 -7.074 -0.02 0.01 0.24
C 1.854 2.040 1.513 -1.10 0.09 -0.36
C 2.277 -1.282 -1.949 0.03 0.37 0.29
C 0.975 1.080 -2.772 -1.58 0.81 0.06
C 0.816 1.745 4.757 -1.70 0.95 -0.79
C -0.168 1.814 -2.734 1.19 -0.89 -0.05
C 3.339 1.704 4.343 0.42 0.13 -0.50
C 2.710 0.899 1.947 0.22 -0.45 0.56
C -1.524 -3.073 0.230 -0.21 -0.49 -0.10
C -0.258 -0.901 -5.207 0.03 0.20 0.07
C 0.989 -2.681 5.431 0.76 0.52 -0.88
C 0.480 2.453 3.655 -1.51 -1.97 1.22
C 1.944 -2.284 -6.200 -0.43 0.28 0.10
C -2.946 -1.187 5.292 0.40 -0.18 -0.88
C -2.571 2.881 -0.963 -0.73 0.05 0.73
C -1.100 -2.160 6.499 -0.55 -0.06 0.33
C 1.290 3.033 2.587 0.83 0.39 -1.37
C -2.196 2.261 -4.850 -0.54 0.23 0.24
C 0.766 -1.262 -4.311 -0.43 0.13 0.11
C -2.571 0.676 0.121 -0.80 0.82 -0.66
C 1.868 -1.955 -4.837 0.13 -0.02 0.08
C -0.899 -1.743 4.063 1.05 -0.49 1.29
C -3.139 2.849 -5.709 0.11 -0.43 0.04
C -0.174 -1.155 -6.580 0.46 -0.23 0.22
C 2.364 -2.652 -1.667 0.44 0.16 -0.16
C 4.741 -2.415 -1.307 -0.11 -0.13 0.16
C -2.246 -1.321 4.094 -0.19 0.16 0.62
C -4.039 2.492 0.914 0.42 -0.12 -0.24
C -2.276 1.501 -0.990 -0.14 0.81 0.75
C -3.470 1.203 1.058 -0.68 -0.26 1.01
C 3.405 -0.462 -1.817 0.30 -0.92 -0.17
C -4.437 2.325 -5.782 0.15 -0.10 0.08
C 3.361 0.797 3.110 1.59 0.75 -0.45
C -2.355 -1.584 6.505 0.23 -0.29 0.33
C 3.597 -3.219 -1.361 0.03 0.28 -0.09
C -0.025 -1.632 2.930 -0.59 0.65 -1.22
C 2.142 1.358 5.221 1.43 -0.02 0.95
C 1.822 -2.431 4.360 -0.11 -0.39 0.15
H -4.898 2.830 1.514 0.73 -0.38 0.01
H 0.603 3.683 2.021 0.48 0.09 0.15
H 0.973 1.572 1.008 0.18 0.42 0.10
H 2.066 3.665 3.031 -0.02 -0.06 -0.50
H -5.675 0.605 -5.353 0.31 0.12 0.13
H 2.806 -2.854 -6.571 -0.42 0.33 0.16
H -3.968 -0.458 -3.844 -0.12 0.48 0.23
H -5.203 2.848 -6.365 0.35 -0.37 0.13
H -3.958 -0.794 5.268 0.12 -0.07 0.09
H -3.845 4.434 -0.085 0.21 -0.77 0.02
H 4.247 0.134 3.108 -1.10 -0.51 0.28
H 5.702 -2.857 -1.051 -0.18 0.07 -0.14
H 2.269 1.844 6.201 0.17 -0.21 0.00
H -2.103 3.585 -1.655 -0.36 -0.47 -0.14
H -2.886 -1.468 7.449 0.00 -0.03 -0.26
H 2.702 -2.236 -4.188 -0.32 0.05 -0.22
H 2.749 0.007 1.274 0.39 1.09 0.20
H -0.954 -0.783 -7.257 0.32 -0.28 0.35
H 3.359 0.604 -1.996 0.01 -0.10 0.06
H 5.525 -0.413 -1.492 -0.04 -0.13 0.09
H -0.596 2.467 3.400 0.38 0.27 0.65
H -0.959 -3.793 -0.431 -0.14 0.98 0.29
H -2.332 -0.426 0.070 -0.99 0.84 -0.15
H 2.354 2.632 0.704 -0.20 -0.48 0.59
H 3.667 -4.288 -1.197 0.04 0.04 0.09
H 0.004 1.529 5.488 0.45 -0.23 -0.88
H 0.993 -2.099 -8.138 0.02 0.07 0.28
H 2.238 0.275 5.397 -0.56 0.16 0.11
H -1.144 2.589 -4.905 -0.77 0.02 0.39
H 1.366 -3.111 6.389 -0.35 0.49 -0.89
H 1.477 -3.277 -1.761 0.10 0.09 0.10
H 2.881 -2.652 4.510 -0.18 0.03 -0.43
H 4.258 1.479 4.919 -0.47 0.21 -0.26
H -0.280 2.889 -2.911 0.35 -0.32 0.10
H 3.364 2.784 4.107 0.08 -0.58 0.10
H -3.792 0.567 1.916 0.22 0.59 -0.82
H -0.615 -2.578 7.395 -0.50 0.43 -0.24
H 1.958 1.479 -3.009 -0.20 -0.01 0.04
H -2.842 3.707 -6.325 -0.19 -0.40 0.24
H -2.528 -3.009 -0.252 0.43 0.08 0.15
H 2.003 -1.818 2.250 -0.22 -0.07 0.66
H -1.129 -0.363 -4.835 0.27 -0.20 -0.20
H -1.698 -3.726 1.123 0.12 0.77 -0.24
H -2.716 -1.076 3.146 -0.03 0.15 0.04

***

# 4
9
Properties=species:S:1:pos:R:3:forces:R:3 method="wB97M-V/def2-TZVPD" lumo_energy_ev=-0.48 e_above_lowest_kcal_mol=75.9 charge=0 homo_energy_ha=-0.36611 smiles=c1cnnnc1 orbital_gap_ev=9.49 largest_force_ev_per_a=5.6
N 0.853 -1.044 0.075 -2.80 -3.49 -0.91
N -0.546 -1.302 -0.067 2.90 2.91 0.85
N -1.349 -0.238 0.009 -1.19 -3.58 -0.27
C -0.927 0.970 0.057 2.47 3.73 -0.51
C 1.357 0.144 -0.049 1.16 -0.29 2.05
C 0.481 1.172 -0.112 -0.05 5.44 1.14
H -1.681 1.868 0.198 1.63 -2.12 -0.32
H 1.047 2.249 0.002 -2.12 -2.47 -0.64
H 2.466 0.256 0.305 -2.00 -0.12 -1.39